w | 12
Properties=species:S:1:pos:R:3 method="wB97M-V/def2-TZVPD" multiplicity=1 total_charge=0 e_homo_ev=-10.10 smiles="C#C[C@H]1CN1C=O" homo_lumo_gap_ev=11.0
C -2.257 -0.451 -1.858
C -1.440 -0.181 -0.997
C -0.465 0.003 0.021
C 0.554 -0.983 0.461
N 0.905 0.295 -0.158
C 1.552 1.257 0.662
O 2.192 0.993 1.619
H -3.142 -0.711 -2.396
H -0.949 0.439 0.897
H 0.702 -0.954 1.545
H 0.732 -1.949 0.020
H 1.617 2.240 0.185



x | 12
Properties=species:S:1:pos:R:3 method="wB97M-V/def2-TZVPD" multiplicity=1 total_charge=0 e_homo_ev=-9.79 smiles=c1onc2c1CC2 homo_lumo_gap_ev=10.7
C 0.453 -0.478 1.799
O -0.485 0.336 2.366
N -1.134 1.055 1.388
C -0.631 0.476 0.286
C 0.421 -0.520 0.456
C 0.581 -0.542 -1.089
C -0.587 0.445 -1.201
H 1.061 -0.748 2.625
H 1.421 -0.031 -1.560
H 0.555 -1.448 -1.620
H -1.397 0.059 -1.891
H -0.259 1.397 -1.559



y | 12
Properties=species:S:1:pos:R:3 method="wB97M-V/def2-TZVPD" multiplicity=1 total_charge=0 e_homo_ev=-9.03 homo_lumo_gap_ev=9.7
O -0.028 0.607 -1.977
C -0.143 -0.375 -1.031
C 1.442 0.032 0.271
C 0.720 0.277 1.408
N -0.299 0.332 2.028
C -1.272 -0.447 -0.223
C -1.598 -0.214 0.981
H -0.605 1.339 -1.715
H 0.296 -1.300 -1.401
H 2.066 -0.860 0.273
H 1.872 0.885 -0.250
H -2.451 -0.277 1.636



z | 12
Properties=species:S:1:pos:R:3 method="wB97M-V/def2-TZVPD" multiplicity=1 total_charge=0 e_homo_ev=-10.57 smiles=C#C[C@@H](O)CC#N homo_lumo_gap_ev=11.2
C 1.706 0.358 1.423
C 1.010 0.534 0.458
C -0.040 0.658 -0.563
O 0.358 0.273 -1.862
C -1.241 -0.246 -0.188
C -0.823 -1.448 0.534
N -0.433 -2.349 1.142
H 2.285 0.182 2.303
H -0.388 1.701 -0.562
H 1.269 0.561 -2.014
H -1.945 0.306 0.440
H -1.758 -0.528 -1.109



Most stable one: z, least stable one: y.



w | 12
Properties=species:S:1:pos:R:3 method="wB97M-V/def2-TZVPD" multiplicity=1 total_charge=0 e_homo_ev=-9.59 homo_lumo_gap_ev=7.9
O -1.790 -0.974 1.724
C -0.881 -0.849 0.945
C -0.626 0.422 0.162
C 0.862 0.928 0.334
C -0.423 0.345 -1.283
C 0.175 -0.838 -1.780
N 0.560 -1.770 -2.365
H -0.165 -1.669 0.726
H -1.327 1.206 0.458
H 1.547 0.087 0.508
H 0.901 1.656 1.152
H 1.167 1.454 -0.581



x | 12
Properties=species:S:1:pos:R:3 method="wB97M-V/def2-TZVPD" multiplicity=1 total_charge=0 e_homo_ev=-10.18 homo_lumo_gap_ev=10.8
N 3.298 0.203 0.257
C 2.169 0.453 0.264
C 0.888 -0.271 0.277
O 0.031 -0.090 1.393
C -1.078 -0.329 0.521
C -1.258 0.825 -0.387
C -0.226 -0.215 -0.727
H 1.292 -1.285 0.279
H -1.792 -1.082 0.829
H -2.137 0.773 -1.023
H -0.976 1.817 -0.046
H -0.210 -0.799 -1.639



Most stable one: x, least stable one: w.



w | 12
Properties=species:S:1:pos:R:3 method="wB97M-V/def2-TZVPD" multiplicity=1 total_charge=0 e_homo_ev=-8.82 smiles="O/C=C1/C=CN=C1" homo_lumo_gap_ev=8.9
O 2.443 -0.532 -0.116
C 1.547 0.381 0.115
C 0.184 0.242 -0.003
C -1.116 1.037 -0.058
C -1.992 0.105 -0.046
N -1.674 -1.251 0.198
C -0.339 -1.144 -0.180
H 3.370 -0.352 0.024
H 1.693 1.495 0.737
H -1.237 2.068 -0.495
H -3.123 0.073 -0.101
H 0.242 -2.122 -0.074



x | 12
Properties=species:S:1:pos:R:3 method="wB97M-V/def2-TZVPD" multiplicity=1 total_charge=0 e_homo_ev=-9.57 smiles="N#C[C@@H]1C[C@@H]1C=O" homo_lumo_gap_ev=10.3
N -0.883 2.188 0.301
C -1.275 1.108 0.136
C -1.087 -0.281 -0.163
C -0.230 -1.040 0.790
C 0.507 -0.538 -0.406
C 1.343 0.734 -0.402
O 2.533 0.885 -0.486
H -1.829 -0.759 -0.799
H -0.031 -0.572 1.745
H -0.411 -2.105 0.833
H 0.719 -1.226 -1.220
H 0.644 1.608 -0.331



Most stable one: x, least stable one: w.



w | 12
Properties=species:S:1:pos:R:3 method="wB97M-V/def2-TZVPD" multiplicity=1 total_charge=0 e_homo_ev="-8.56 / -8.56" homo_lumo_gap_ev="8.2 / 8.2"
O -2.382 -0.365 0.810
C -1.265 -0.069 0.421
C -1.020 0.117 -1.037
C -0.890 0.316 -2.218
C -0.172 0.247 1.311
C 1.350 -0.675 0.240
N 1.102 0.504 0.814
H -0.765 0.479 -3.268
H -0.398 0.370 2.368
H 1.622 -0.775 -0.810
H 1.365 -1.546 0.879
H 1.452 1.396 0.490



x | 12
Properties=species:S:1:pos:R:3 method="wB97M-V/def2-TZVPD" multiplicity=1 total_charge=0 e_homo_ev=-9.69 smiles="C#C[C@H]1C=NOC1" homo_lumo_gap_ev=10.6
C -0.006 -1.906 -1.919
C -0.357 -1.282 -0.973
C -0.625 -0.491 0.255
C 0.614 -0.329 1.057
N 1.072 0.864 1.117
O 0.323 1.718 0.353
C -0.902 1.029 -0.022
H 0.424 -2.510 -2.734
H -1.438 -0.941 0.814
H 1.215 -1.164 1.450
H -0.936 1.242 -1.107
H -1.701 1.454 0.545



y | 12
Properties=species:S:1:pos:R:3 method="wB97M-V/def2-TZVPD" multiplicity=1 total_charge=0 e_homo_ev=-9.68 homo_lumo_gap_ev=10.8
O 1.273 0.131 1.079
C -0.020 0.720 0.937
C -0.256 1.021 -0.550
C 0.277 -0.213 -1.157
C 0.740 -0.910 0.134
C -0.695 -0.615 0.593
N -1.160 -0.134 -0.771
H -0.367 1.456 1.664
H -0.336 1.957 -1.086
H 0.582 -0.299 -2.198
H 1.279 -1.861 0.111
H -1.312 -1.248 1.229



Most stable one: x, least stable one: w.